Entry 1:
156
Properties=species:S:1:pos:R:3 method="wB97M-V/def2-TZVPD" total_energy_ev=-203345.1412 e_lumo_ev=-0.8 gap_ev=7.257 spin_multiplicity=1 molar_mass_g_mol=1385.14 largest_force_ev_per_a=4.92
C 5.556 1.767 1.343
C 5.442 1.627 -0.256
C 4.964 0.178 -0.760
O 4.552 0.071 -1.956
O 5.037 -0.962 0.084
C 3.811 -1.742 0.068
C 3.281 -2.007 1.573
C 1.662 -2.009 1.596
C 0.999 -0.590 1.449
S 2.057 0.906 1.234
C -0.543 -0.442 1.463
C -1.394 -1.751 1.660
C -0.722 -3.145 1.807
O -1.594 -4.273 1.993
N -2.392 -4.513 0.909
O -1.775 -4.599 -0.106
C 0.814 -3.329 1.756
C 1.612 -4.707 1.850
Cl 0.757 -6.140 1.074
C 2.141 -5.028 3.360
C 3.536 -5.851 3.141
C -2.995 -1.522 1.661
O -3.724 -2.122 2.484
C -3.515 -0.456 0.578
C -4.828 -0.668 -0.268
C -5.637 -2.015 0.015
C -6.636 -1.959 1.268
C -7.240 -0.520 1.586
O -7.906 0.040 0.651
N -7.108 0.147 2.896
C -6.195 1.305 2.855
C -6.105 2.343 1.708
C -5.086 3.544 1.688
C -4.122 3.696 2.890
C -4.203 2.708 4.086
C -5.230 1.518 4.076
C -5.243 0.409 -1.346
C -6.572 0.109 -2.192
C -7.583 1.357 -2.305
C -7.838 1.624 -3.880
I -8.087 3.722 -4.415
C -4.344 1.684 -1.573
C -4.688 2.784 -2.683
N -4.714 2.036 -4.014
C -3.056 1.917 -0.707
S -1.943 3.388 -0.857
C -2.655 0.847 0.356
C -1.328 0.959 1.272
O -0.940 2.010 1.828
H 4.626 2.244 1.832
H 5.814 0.782 1.858
H 6.415 2.518 1.537
H 6.509 1.766 -0.670
H 4.775 2.428 -0.740
H 4.062 -2.750 -0.444
H 2.941 -1.228 -0.486
H 3.687 -2.962 2.044
H 3.601 -1.146 2.280
H 1.296 1.791 0.486
H 2.581 -4.557 1.235
H 1.438 -5.714 3.938
H 2.403 -4.055 3.923
H 3.334 -6.529 2.221
H 3.765 -6.564 4.002
H 4.403 -5.172 2.840
H -4.847 -2.829 0.248
H -6.138 -2.373 -0.963
H -7.545 -2.638 0.993
H -6.217 -2.378 2.242
H -8.018 0.425 3.294
H -6.793 2.283 0.795
H -5.069 4.247 0.780
H -3.359 4.544 2.868
H -3.484 2.861 4.973
H -5.228 0.833 5.001
H -6.207 -0.272 -3.224
H -7.189 -0.769 -1.763
H -7.273 2.281 -1.715
H -8.609 1.034 -1.878
H -8.806 1.052 -4.154
H -7.028 1.202 -4.566
H -3.896 3.596 -2.800
H -5.689 3.319 -2.509
H -4.140 1.183 -3.852
H -4.140 2.590 -4.675
H -2.576 4.498 -0.276
C -9.241 4.649 1.888
S -8.970 4.672 0.103
O -7.561 4.235 -0.141
C -9.016 6.469 -0.067
H -9.214 3.613 2.229
H -8.456 5.217 2.392
H -10.219 5.078 2.113
H -8.246 6.922 0.560
H -10.002 6.837 0.223
H -8.828 6.722 -1.111
C 6.200 -1.245 -7.241
S 6.600 -0.131 -5.877
O 8.067 -0.253 -5.615
C 5.740 -1.080 -4.606
H 6.672 -0.866 -8.148
H 6.577 -2.246 -7.028
H 5.118 -1.274 -7.383
H 6.147 -2.092 -4.558
H 4.674 -1.114 -4.835
H 5.887 -0.585 -3.646
C 2.861 -10.173 6.267
S 3.035 -8.512 6.952
O 3.216 -7.571 5.804
C 4.662 -8.786 7.687
H 1.918 -10.225 5.722
H 3.686 -10.384 5.585
H 2.849 -10.902 7.080
H 5.374 -9.084 6.916
H 4.589 -9.561 8.452
H 4.995 -7.855 8.147
C 9.833 4.677 1.371
S 9.134 3.129 1.979
O 8.028 3.477 2.924
C 10.566 2.657 2.973
H 9.089 5.173 0.748
H 10.091 5.325 2.210
H 10.722 4.466 0.773
H 10.778 3.433 3.711
H 11.430 2.513 2.321
H 10.339 1.721 3.484
C -11.093 -4.407 0.394
S -10.690 -3.287 1.752
O -9.222 -3.403 2.009
C -11.541 -4.236 3.031
H -10.626 -4.029 -0.516
H -10.710 -5.406 0.610
H -12.175 -4.440 0.258
H -11.130 -5.246 3.081
H -12.608 -4.274 2.807
H -11.391 -3.736 3.989
C 8.617 9.716 0.557
S 10.168 8.967 1.099
O 10.225 7.589 0.523
C 9.697 8.808 2.836
H 8.668 9.873 -0.521
H 7.782 9.053 0.788
H 8.483 10.677 1.056
H 8.793 8.202 2.923
H 9.527 9.800 3.259
H 10.513 8.322 3.372
C 8.222 -0.852 -11.197
S 6.489 -1.358 -11.146
O 6.439 -2.725 -10.545
C 6.300 -1.544 -12.933
H 8.572 -0.713 -10.174
H 8.821 -1.624 -11.684
H 8.310 0.091 -11.741
H 7.021 -2.272 -13.309
H 6.453 -0.578 -13.417
H 5.288 -1.896 -13.138

Entry 2:
73
Properties=species:S:1:pos:R:3 method="wB97M-V/def2-TZVPD" total_energy_ev=-42768.6639 e_lumo_ev=0.5 gap_ev=8.345 smiles="CCOC(=O)N1CCC(N2Cc3cccc(C(=O)N4CCN(C5CCCCC5)CC4)c3C2=O)CC1" spin_multiplicity=1 molar_mass_g_mol=482.62 de_lowest_kj_mol=138.9 largest_force_ev_per_a=0.66
C -1.440 -3.157 -3.013
C -2.956 -3.281 -3.077
H -3.291 -4.239 -2.673
H -3.303 -3.168 -4.109
O -3.587 -2.295 -2.264
C -3.775 -1.085 -2.845
O -3.519 -0.846 -4.001
N -4.345 -0.197 -1.994
C -4.488 -0.425 -0.575
H -4.422 -1.494 -0.378
C -3.408 0.336 0.195
H -3.538 0.186 1.269
H -2.424 -0.036 -0.093
C -3.483 1.829 -0.145
N -2.459 2.572 0.564
C -1.120 2.384 0.399
O -0.608 1.575 -0.350
C -0.461 3.326 1.333
C 0.890 3.581 1.551
C 1.217 4.539 2.505
C 0.235 5.200 3.226
C -1.112 4.951 2.997
C -1.445 4.015 2.041
C -2.788 3.559 1.565
H -3.366 4.385 1.130
H -3.384 3.116 2.373
H -1.874 5.483 3.547
H 0.523 5.931 3.966
H 2.258 4.770 2.673
C 1.958 3.004 0.667
O 2.590 3.752 -0.062
N 2.169 1.680 0.731
C 1.516 0.761 1.628
H 0.936 1.314 2.368
C 2.587 -0.087 2.340
N 3.489 -0.768 1.446
C 4.081 0.164 0.512
C 3.058 1.046 -0.220
H 3.564 1.838 -0.775
H 2.454 0.454 -0.914
H 4.681 -0.380 -0.217
H 4.751 0.817 1.085
C 3.135 -2.101 0.990
C 2.322 -2.207 -0.310
C 1.968 -3.666 -0.591
C 3.230 -4.516 -0.703
C 4.061 -4.403 0.571
C 4.409 -2.945 0.852
H 4.990 -2.862 1.772
H 5.021 -2.559 0.035
H 4.977 -4.990 0.472
H 3.494 -4.810 1.411
H 2.961 -5.559 -0.883
H 3.822 -4.172 -1.554
H 1.395 -3.731 -1.518
H 1.343 -4.051 0.219
H 1.404 -1.620 -0.234
H 2.910 -1.819 -1.143
H 2.537 -2.543 1.796
H 2.102 -0.813 2.995
H 3.191 0.587 2.963
H 0.837 0.120 1.056
C -3.355 2.014 -1.661
H -3.456 3.069 -1.921
C -4.427 1.195 -2.381
H -4.289 1.249 -3.461
H -5.425 1.567 -2.124
H -2.367 1.674 -1.972
H -4.451 2.226 0.187
H -5.481 -0.069 -0.273
H -0.982 -3.955 -3.591
H -1.132 -2.200 -3.427
H -1.102 -3.221 -1.982